Computed, not measured: 2 unconnected molecules or ions with the total composition C7H17NO, with ωB97M-V/def2-TZVPD.

Results
E_LUMO: 1.0 eV
SMILES: C=CCCC[C@H](C)N.O
electronic energy: -11070.5069 eV
HOMO: -9.2 eV
energy relative to the best compared isomer or geometry (same formula, charge and spin): 253.89 kJ/mol

Geometry (Å):
C -0.635 -2.773 1.797
C -0.910 -1.380 1.087
C 0.334 -0.813 0.316
C 0.734 0.565 0.885
C 0.173 1.838 0.128
C -0.341 1.621 -1.213
C -0.201 2.451 -2.243
N -2.103 -1.289 0.185
H 0.107 -3.292 1.203
H -0.251 -2.632 2.810
H -1.590 -3.279 1.699
H -1.101 -0.653 1.866
H 1.128 -1.567 0.261
H 0.004 -0.902 -0.749
H 0.386 0.396 1.923
H 1.817 0.742 0.906
H -0.564 2.295 0.814
H 1.083 2.443 0.149
H -1.071 0.832 -1.396
H -0.716 2.407 -3.201
H 0.513 3.244 -2.294
H -2.058 -1.856 -0.650
H -3.010 -1.466 0.599
H 2.386 0.978 -0.940
H 2.825 1.318 -2.350
O 3.060 0.772 -1.594

How positive or negative is each atom? The Löwdin charges in e answer that: atom 1 (C): -0.045, atom 2 (C): -0.407, atom 3 (C): -0.185, atom 4 (C): -0.176, atom 5 (C): -0.199, atom 6 (C): -0.217, atom 7 (C): 0.003, atom 8 (N): 0.018, atom 9 (H): 0.056, atom 10 (H): 0.072, atom 11 (H): 0.060, atom 12 (H): 0.101, atom 13 (H): 0.103, atom 14 (H): 0.103, atom 15 (H): 0.103, atom 16 (H): 0.092, atom 17 (H): 0.125, atom 18 (H): 0.105, atom 19 (H): 0.092, atom 20 (H): 0.055, atom 21 (H): 0.046, atom 22 (H): 0.064, atom 23 (H): 0.062, atom 24 (H): -0.017, atom 25 (H): 0.034, atom 26 (O): -0.046

---

Computed, not measured: 2 unconnected molecules or ions with the total composition C7H17NO, with ωB97M-V/def2-TZVPD.

Results
E_LUMO: 0.8 eV
SMILES: CCN(C)C(C)=O.CC
electronic energy: -11069.6299 eV
HOMO: -9.4 eV
energy relative to the best compared isomer or geometry (same formula, charge and spin): 338.51 kJ/mol

Geometry (Å):
C -0.531 -2.272 -0.412
C -1.838 -2.644 0.007
C -0.982 0.143 -0.685
C 2.380 -1.528 0.092
C 1.261 -0.670 -0.544
O 1.748 0.334 -0.998
N -0.024 -0.845 -0.199
H 0.226 -3.078 -0.063
H -0.349 -2.375 -1.658
H -2.705 -2.196 -0.550
H -1.929 -2.591 0.995
H -1.166 -0.060 -1.704
H 2.957 -2.008 -0.645
H -2.138 -3.628 -0.432
H -2.052 0.086 -0.375
H -0.680 1.085 -0.569
H 3.014 -0.964 0.674
H 1.872 -2.355 0.701
C -0.294 2.836 1.388
C 0.400 3.671 0.218
H 0.062 3.161 2.398
H -1.280 2.709 1.235
H 0.086 1.750 1.273
H 0.425 3.129 -0.661
H 1.424 3.625 0.520
H 0.114 4.684 -0.006

How positive or negative is each atom? The Löwdin charges in e answer that: atom 1 (C): -0.241, atom 2 (C): -0.132, atom 3 (C): -0.048, atom 4 (C): 0.009, atom 5 (C): -0.539, atom 6 (O): 0.066, atom 7 (N): -0.082, atom 8 (H): 0.128, atom 9 (H): 0.183, atom 10 (H): 0.098, atom 11 (H): 0.041, atom 12 (H): 0.082, atom 13 (H): 0.062, atom 14 (H): 0.107, atom 15 (H): 0.110, atom 16 (H): 0.007, atom 17 (H): 0.051, atom 18 (H): 0.084, atom 19 (C): -0.128, atom 20 (C): -0.126, atom 21 (H): 0.076, atom 22 (H): -0.001, atom 23 (H): 0.073, atom 24 (H): 0.015, atom 25 (H): 0.051, atom 26 (H): 0.055

---

Computed, not measured: C7H17NO2 in the gas phase, with ωB97M-V/def2-TZVPD.

Results
E_LUMO: 0.8 eV
SMILES: CO[C@@H](N)C(C)(C)[C@@H](C)O
electronic energy: -13118.7344 eV
HOMO: -9.0 eV
energy relative to the best compared isomer or geometry (same formula, charge and spin): 193.59 kJ/mol

Geometry (Å):
C -0.182 -0.023 0.558
C 0.277 0.456 -0.785
C 1.095 -1.176 0.892
C -1.967 1.533 -1.590
C -1.489 -0.819 0.512
C -0.200 1.021 1.669
C 1.367 -2.273 -0.126
N 1.589 1.026 -0.879
O -0.679 1.738 -1.078
O 2.294 -0.525 1.239
H 2.523 0.042 0.470
H 0.099 -0.256 -1.593
H 0.719 -1.634 1.812
H 1.555 1.923 -0.393
H 1.759 1.264 -1.854
H -2.073 0.573 -2.118
H -2.721 1.599 -0.793
H -2.209 2.333 -2.303
H -1.542 -1.476 -0.359
H -1.603 -1.430 1.414
H -2.353 -0.153 0.471
H -1.208 1.383 1.890
H 0.377 1.926 1.462
H 0.203 0.638 2.611
H 2.029 -3.026 0.315
H 1.889 -1.887 -1.006
H 0.451 -2.778 -0.439

How positive or negative is each atom? The Löwdin charges in e answer that: atom 1 (C): -0.410, atom 2 (C): -0.280, atom 3 (C): -0.352, atom 4 (C): -0.165, atom 5 (C): -0.048, atom 6 (C): -0.030, atom 7 (C): -0.053, atom 8 (N): 0.082, atom 9 (O): -0.197, atom 10 (O): -0.066, atom 11 (H): 0.064, atom 12 (H): 0.147, atom 13 (H): 0.129, atom 14 (H): 0.101, atom 15 (H): 0.106, atom 16 (H): 0.086, atom 17 (H): 0.073, atom 18 (H): 0.080, atom 19 (H): 0.082, atom 20 (H): 0.092, atom 21 (H): 0.068, atom 22 (H): 0.085, atom 23 (H): 0.080, atom 24 (H): 0.089, atom 25 (H): 0.085, atom 26 (H): 0.077, atom 27 (H): 0.073